14
Properties=species:S:1:pos:R:3:forces:R:3 method="wB97M-V/def2-TZVPD" charge=-1 mol_weight_g_mol=153.12 e_tot_ev=-29471.2271 relative_energy_kj_mol=308.4 lumo_energy_ev="3.65 / 3.73" gap_ha="0.295 / 0.291"
C -0.50527 0.17802 -1.86122 0.981 -2.946 -2.759
C -0.12179 0.64810 -0.73965 1.251 -2.696 1.886
C 1.01323 -1.01877 0.74678 -1.787 2.499 -2.088
O 0.86675 -2.44138 -1.42715 0.381 -0.144 -0.491
O 1.78902 -3.34259 0.63037 1.495 -1.393 0.670
O -0.60160 -2.85940 0.47623 0.751 -0.157 -0.215
P 0.16380 -1.18279 2.29778 0.907 0.976 2.207
S 0.77474 -2.55693 0.01315 -2.573 0.027 -1.010
H -0.94804 0.57611 -2.75122 -0.837 1.355 0.050
H -0.16955 -0.85917 -2.23571 -0.248 1.155 1.353
H -0.30702 1.46509 -0.13525 -0.203 1.609 0.948
H 1.97578 -0.57903 0.56729 0.300 0.174 0.493
H 0.29185 0.17252 2.78993 0.838 -0.200 0.088
H -1.14208 -0.77591 2.27336 -1.256 -0.258 -1.133